# 1
{"formula": "C3H7NOS2", "method": "wB97M-V/def2-TZVPD", "elements": ["N", "H", "H", "H", "C", "H", "C", "H", "H", "O", "H", "S", "S", "C"], "coordinates": [[1.748, 0.167, -0.018], [-2.379, -0.828, -1.104], [-3.016, 0.149, 0.129], [-1.152, 1.039, -1.063], [0.770, -0.644, -0.263], [3.217, -1.415, 0.959], [-2.245, -0.498, -0.094], [-0.897, 1.108, 0.647], [1.440, 2.148, 0.961], [0.609, -1.807, -0.399], [-2.027, -1.211, 0.797], [1.738, 1.842, -0.244], [3.381, -0.552, -0.147], [-1.186, 0.502, -0.162]]}

# 2
{"formula": "C31H35AuClF5N2O5SiTe", "method": "wB97M-V/def2-TZVPD", "elements": ["C", "O", "H", "H", "C", "C", "H", "C", "H", "C", "H", "H", "H", "H", "H", "C", "H", "H", "C", "H", "C", "H", "C", "C", "C", "H", "H", "H", "C", "H", "C", "C", "H", "H", "C", "F", "N", "C", "C", "H", "H", "H", "H", "H", "Si", "C", "H", "F", "F", "F", "H", "H", "C", "C", "H", "C", "Au", "O", "Te", "C", "C", "C", "C", "H", "F", "H", "C", "C", "O", "Cl", "H", "C", "N", "C", "H", "C", "O", "O", "H", "H", "H", "C"], "coordinates": [[-3.160, -0.055, -4.718], [2.325, 2.314, 1.700], [1.935, 0.001, 2.177], [2.446, -2.169, -1.588], [-2.890, 1.305, -4.799], [2.647, -4.016, -4.423], [0.810, 5.618, 0.206], [3.039, -3.417, -3.235], [-1.307, -3.256, 3.262], [1.654, 3.232, 2.467], [-3.969, -0.486, -5.298], [-4.191, -4.963, 0.557], [-3.488, 1.940, -5.442], [3.350, -4.617, -4.989], [0.117, 6.230, 2.395], [1.355, 2.867, 3.772], [-0.597, -4.431, -1.702], [-2.664, -1.910, -3.778], [-1.459, -4.002, -1.202], [0.144, 0.185, 3.180], [0.498, 5.295, 2.783], [2.523, 5.193, 0.394], [-1.373, -0.328, -3.096], [0.627, 3.711, 4.597], [-0.536, -3.140, 2.497], [-1.293, -0.763, 3.536], [-2.878, -1.021, -0.473], [0.288, -2.239, 4.976], [0.379, -1.965, 2.829], [-2.229, -5.918, -0.611], [-1.874, 1.852, -4.028], [-1.119, 1.041, -3.192], [1.694, 1.902, 4.128], [3.982, 3.556, 1.827], [0.458, -3.057, -4.165], [-3.523, 3.930, -1.021], [1.414, -1.948, 1.784], [-2.413, -0.857, -3.865], [3.655, 2.654, 1.308], [0.045, -4.063, 2.432], [-0.362, 1.495, -2.565], [4.300, 1.825, 1.617], [1.348, 3.983, -0.139], [-1.032, -2.982, 1.538], [-0.368, -1.407, -1.927], [-2.378, -4.844, -0.587], [3.166, -1.125, 2.351], [-2.972, 1.439, -0.321], [-1.455, 2.333, 1.659], [-2.020, 4.827, 0.968], [4.051, -3.547, -2.869], [-1.686, 2.918, -4.047], [1.498, 4.836, 0.521], [1.351, -3.835, -4.890], [0.956, -1.838, 0.879], [-3.653, -2.931, 0.105], [1.777, 0.829, -0.854], [-0.890, 3.169, -0.899], [-2.298, 3.129, 0.176], [-0.447, -0.671, 2.850], [-1.617, -2.616, -1.179], [3.918, 2.869, -0.192], [1.041, -2.195, 4.185], [1.601, -3.133, 4.176], [-3.801, 3.120, 1.316], [-0.547, -2.912, -4.548], [2.137, -2.643, -2.513], [0.214, 4.925, 4.085], [0.398, -0.655, -0.748], [-0.704, 6.015, 5.106], [1.731, -1.382, 4.421], [-2.735, -2.096, -0.516], [2.326, -0.875, 1.855], [-3.477, -4.309, 0.070], [0.379, 3.427, 5.610], [1.225, 4.455, 1.946], [3.174, 2.314, -1.067], [4.894, 3.574, -0.444], [1.040, -4.294, -5.821], [-0.830, -0.442, 1.854], [-4.505, -2.504, 0.622], [0.830, -2.448, -2.964]], "total_charge": -2}

# 3
{"formula": "C2H12NO2", "method": "wB97M-V/def2-TZVPD", "elements": ["H", "N", "O", "H", "H", "O", "H", "H", "H", "H", "H", "H", "H", "C", "H", "C", "H"], "coordinates": [[0.098, -2.659, -0.233], [-0.344, -0.087, -0.044], [-1.335, 1.007, 2.281], [-0.347, 0.301, 0.920], [1.011, -2.100, 1.129], [-0.285, 2.016, -1.853], [1.763, -0.189, 0.045], [-1.113, -0.746, 0.062], [-0.137, 1.889, -2.790], [-0.684, 0.663, -0.672], [-2.098, 1.629, 2.318], [1.135, -0.417, -1.499], [-0.807, 1.278, 3.034], [0.941, -0.704, -0.472], [1.936, -2.560, -0.437], [1.044, -2.178, 0.046], [-0.779, 2.856, -1.834]], "total_charge": 1}

# 4
{"formula": "C7H11P", "method": "wB97M-V/def2-TZVPD", "elements": ["C", "H", "H", "H", "H", "C", "H", "H", "H", "C", "C", "C", "C", "H", "H", "H", "P", "C", "H"], "coordinates": [[-1.822, -0.082, -1.524], [-2.001, 0.936, 1.664], [-2.167, -1.054, -1.405], [3.561, 0.172, 0.016], [-2.825, 0.542, -1.269], [-1.696, -0.166, 1.402], [-0.112, 2.331, 0.243], [-1.201, -0.743, 2.056], [-1.210, 0.281, -2.295], [2.544, 0.213, -0.048], [1.816, 1.339, -0.175], [0.642, -1.367, -0.068], [0.439, 1.493, -0.087], [-2.505, -0.865, 1.230], [0.123, -2.358, 0.256], [2.561, -1.848, 0.182], [-0.608, 0.091, -0.065], [1.964, -1.069, 0.023], [2.498, 2.154, -0.135]], "smiles": "CP1(C)=CC=CC=C1"}

Going through the records in order, we get ΔE to the lowest compared entry with this formula, charge and spin values of 450.0 7.2 42.4 135.2 kJ/mol.
Going through the records in order, we get gap between HOMO and LUMO values of 0.304 0.276 0.481 0.278 Ha.
Going through the records in order, we get lowest unoccupied orbital energy values of 0.34 4.21 -3.08 0.79 eV.